Record 1
Entry from the OMol25 dataset: a structure of composition C42H57BaBrN10O4SSi2 in a non-equilibrium geometry (ωB97M-V/def2-TZVPD).

```
118
Properties=species:S:1:pos:R:3:forces:R:3:lowdin_charge:R:1
Ba -0.5608 0.6317 -0.3936 0.835 0.827 0.582 1.382
N -1.2712 8.4754 -3.9616 0.090 0.083 -0.074 0.063
C -1.8427 7.2764 -3.4859 -0.019 -0.147 0.052 -0.338
C -2.8802 6.6640 -4.1861 0.107 0.048 0.100 -0.047
C -3.4521 5.4936 -3.7073 -0.011 -0.120 0.019 -0.068
C -3.0002 4.9350 -2.5239 0.104 0.327 0.147 -0.284
C -1.9796 5.5540 -1.8081 -0.069 -0.038 -0.071 -0.044
C -1.3990 6.7147 -2.2867 -0.070 0.064 -0.134 -0.036
S -3.6675 3.4192 -1.8881 0.959 -0.606 -0.019 0.589
O -4.8772 3.1464 -2.6209 0.012 0.002 0.098 -0.320
O -3.7423 3.5896 -0.4551 -0.078 0.004 -0.293 -0.326
N -2.4521 2.3447 -2.1425 -0.986 0.395 0.271 -0.131
C -2.1944 1.9260 -3.3807 0.232 -0.120 0.004 -0.493
N -1.3161 0.8706 -3.4547 0.092 -0.022 -0.230 0.054
C -1.0296 0.4108 -4.6529 -0.063 0.008 -0.149 -0.185
C -1.5484 0.9273 -5.8314 -0.063 0.095 0.081 -0.097
C -2.3903 2.0173 -5.6580 0.021 -0.029 -0.086 -0.163
N -2.7112 2.5248 -4.4853 -0.011 -0.032 -0.152 0.124
H -1.3197 8.5568 -4.9672 -0.031 -0.009 0.033 0.071
H -0.3140 8.5930 -3.6607 -0.040 -0.005 0.026 0.072
H -3.2235 7.1111 -5.1132 -0.045 -0.040 -0.014 0.099
H -4.2392 4.9801 -4.2435 0.011 0.044 -0.023 0.105
H -1.6465 5.1131 -0.8773 -0.003 -0.007 0.017 0.097
H -0.5972 7.1939 -1.7348 0.000 -0.019 0.026 0.104
H -0.3442 -0.4355 -4.7264 0.018 0.001 0.148 0.089
H -1.3031 0.5180 -6.7999 -0.016 0.017 -0.022 0.076
H -2.8187 2.5096 -6.5294 -0.048 0.055 0.028 0.097
N 2.7218 1.4085 -2.0868 0.170 -0.307 0.005 0.162
C 2.5858 2.6214 -1.4773 -0.046 0.025 0.013 -0.442
N 3.5517 3.5167 -1.6941 0.068 0.042 0.005 0.163
C 3.3498 4.6782 -1.0740 -0.050 -0.133 -0.057 -0.466
N 4.3054 5.6398 -1.2512 0.123 0.247 -0.059 0.126
N 2.3301 4.9778 -0.2726 0.065 0.077 -0.025 0.174
C 1.4344 3.9987 -0.1380 -0.257 0.017 0.217 -0.257
N 1.4933 2.8188 -0.7412 0.316 -0.116 -0.253 0.129
C 0.2893 4.1963 0.7904 0.048 -0.077 -0.049 -0.243
C 0.1666 5.3255 1.5997 0.120 -0.193 -0.188 -0.032
C -0.9274 5.3802 2.4428 -0.020 0.065 0.071 -0.080
C -1.8244 4.3201 2.4649 -0.127 0.045 0.108 -0.043
C -1.6059 3.2278 1.6449 0.426 0.092 -0.190 -0.138
N -0.5655 3.1831 0.8119 -0.475 0.139 0.089 0.011
H 3.6634 1.1703 -2.3523 0.009 0.143 -0.084 0.093
H 2.2099 0.6314 -1.6923 -0.076 0.207 0.078 0.047
H 4.8973 5.5376 -2.0571 -0.020 -0.124 0.009 0.084
H 4.0301 6.5791 -1.0215 -0.069 -0.045 0.079 0.085
H 0.9203 6.0988 1.5399 -0.076 0.044 0.069 0.094
H -1.0835 6.2387 3.0857 0.013 0.001 -0.007 0.094
H -2.6952 4.3340 3.1069 0.024 0.030 0.014 0.105
H -2.2573 2.3642 1.6481 -0.033 -0.008 0.020 0.102
O 0.0278 0.5240 1.7110 0.040 -0.059 -0.769 -1.222
O 0.4919 -1.6127 -2.1072 0.226 0.121 -0.131 -0.164
H 1.4148 -1.8768 -1.9928 -0.184 0.004 -0.020 0.008
H 0.4079 -1.2097 -2.9821 0.018 -0.076 0.161 0.003
C -3.5847 -3.9693 4.3275 0.012 0.124 -0.158 -0.146
C -4.7224 -3.2753 3.9274 0.089 -0.036 0.023 -0.143
C -4.6974 -2.4382 2.8206 -0.069 -0.094 -0.164 -0.133
C -3.5522 -2.2912 2.0075 0.046 -0.056 0.612 -0.371
C -2.4120 -3.0131 2.4410 0.005 0.207 -0.008 -0.133
C -2.4191 -3.8046 3.5703 -0.092 -0.052 0.066 -0.127
Si -3.4579 -1.2943 0.4793 0.059 -0.533 -0.241 0.730
C -4.8856 -1.0975 -0.6461 -0.461 0.354 -0.291 -0.379
C -6.2384 -1.0073 -0.2528 0.049 -0.180 0.037 -0.130
C -7.2730 -0.8977 -1.1702 0.020 0.034 -0.106 -0.136
C -7.0148 -0.8035 -2.5346 0.162 -0.029 0.148 -0.139
C -5.6824 -0.8427 -2.9522 -0.098 -0.021 0.015 -0.123
C -4.6598 -1.0155 -2.0405 0.069 0.134 0.068 -0.146
H -3.5965 -4.6064 5.2033 -0.002 -0.017 0.016 0.071
H -5.6397 -3.3563 4.5024 0.002 -0.023 0.024 0.081
H -5.5902 -1.8729 2.5821 -0.004 -0.014 0.021 0.070
H -1.5074 -2.9294 1.8473 0.029 0.004 0.052 0.074
H -1.5098 -4.3244 3.8564 0.003 -0.011 0.026 0.077
H -2.2804 -0.5007 0.2109 -1.012 -0.686 0.380 -0.274
H -6.4826 -1.0024 0.8025 -0.021 -0.003 -0.010 0.071
H -8.2936 -0.8406 -0.8049 -0.022 -0.002 -0.024 0.082
H -7.8199 -0.6813 -3.2483 -0.016 0.001 -0.015 0.073
H -5.4366 -0.7572 -4.0053 -0.033 0.015 -0.018 0.088
H -3.6385 -1.0985 -2.4008 -0.026 0.017 -0.023 0.079
C 3.3002 -6.0107 1.1327 -0.040 0.095 0.020 -0.102
C 2.3468 -4.8114 1.0077 -0.005 0.026 0.041 -0.615
C 1.9092 -4.6769 -0.4633 0.014 0.053 0.209 -0.113
C 1.0572 -5.1510 1.7783 0.078 0.090 -0.042 -0.103
Si 3.1062 -3.1584 1.6910 0.022 -0.036 0.003 0.454
Br 1.8138 -1.4659 1.0354 0.165 -0.022 0.093 0.605
C 4.9233 -2.8292 1.0554 -0.005 -0.078 0.056 -0.621
C 5.9722 -3.6458 1.8298 -0.093 0.044 -0.047 -0.103
C 5.0681 -3.1670 -0.4369 -0.116 0.030 0.112 -0.115
C 5.2966 -1.3408 1.1745 -0.154 -0.074 0.006 -0.123
C 2.9707 -3.0211 3.6239 0.096 -0.057 -0.132 -0.624
C 3.7958 -1.8262 4.1355 -0.156 -0.094 -0.005 -0.113
C 3.4671 -4.2884 4.3396 0.005 0.058 -0.042 -0.102
C 1.5217 -2.7410 4.0709 0.072 -0.015 0.007 -0.114
H 2.7712 -6.9203 0.8240 0.021 -0.015 0.001 0.079
H 3.6429 -6.1608 2.1589 0.002 -0.007 0.011 0.064
H 4.1797 -5.9117 0.4950 0.039 0.017 -0.022 0.058
H 1.4737 -5.6312 -0.7807 -0.008 0.016 -0.045 0.082
H 2.7281 -4.4453 -1.1404 0.142 0.043 -0.059 0.058
H 1.1415 -3.9089 -0.5681 0.000 -0.015 -0.031 0.054
H 0.5815 -6.0130 1.2975 -0.023 -0.007 0.029 0.088
H 0.3439 -4.3252 1.7532 -0.009 -0.030 -0.017 0.063
H 1.2442 -5.4103 2.8197 0.000 -0.021 0.004 0.061
H 5.7740 -4.7186 1.7985 -0.011 -0.036 -0.011 0.064
H 6.0251 -3.3439 2.8760 0.014 -0.013 0.009 0.058
H 6.9616 -3.4766 1.3862 0.015 -0.009 0.015 0.078
H 4.9748 -4.2316 -0.6443 -0.033 -0.084 -0.003 0.059
H 6.0618 -2.8466 -0.7725 -0.005 -0.024 -0.044 0.078
H 4.3248 -2.6342 -1.0347 -0.005 0.001 -0.020 0.068
H 5.2507 -0.9671 2.1941 0.026 0.001 0.001 0.056
H 4.6283 -0.7221 0.5734 0.035 0.010 0.003 0.050
H 6.3220 -1.2115 0.8079 0.010 0.049 -0.006 0.078
H 4.8706 -1.9641 4.0130 0.017 0.006 -0.007 0.055
H 3.5956 -1.7127 5.2072 0.039 0.024 0.006 0.082
H 3.4852 -0.9006 3.6472 0.037 0.016 0.003 0.080
H 4.4935 -4.5507 4.0707 0.009 -0.006 0.001 0.060
H 2.8327 -5.1511 4.1324 0.011 -0.009 0.000 0.058
H 3.4424 -4.1198 5.4229 0.001 -0.012 0.003 0.079
H 1.1427 -1.7902 3.6900 -0.003 -0.013 -0.010 0.057
H 1.5225 -2.6917 5.1668 -0.063 0.010 0.002 0.084
H 0.8195 -3.5193 3.7785 0.013 0.017 0.009 0.045
```
Positions in Å, forces in eV/Å.

Its total energy is -164898.814 eV. Its net charge is -2. The calculation puts the LUMO energy at 3.47 eV. The HOMO energy is 0.727 eV. As for the frontier orbital gap: 2.75 eV.

=====

Record 2
Entry from the OMol25 dataset: a structure of composition C37H34N8O5PRuS2Si in a non-equilibrium geometry (ωB97M-V/def2-TZVPD).

```
89
Properties=species:S:1:pos:R:3:forces:R:3:lowdin_spin:R:1
Ru -0.0174 -0.5618 -0.5899 -1.471 -1.738 1.523 0.831
C -3.8022 -4.0798 1.3991 0.085 0.004 -0.019 0.000
N -3.2659 -3.0525 0.5179 -0.103 0.083 -0.062 -0.001
C -4.0085 -2.2385 -0.2991 -0.003 -0.053 0.028 0.001
C -3.1283 -1.4065 -0.9224 0.122 -0.034 -0.215 0.003
N -1.8666 -1.7133 -0.5096 0.098 0.642 0.136 0.011
C -1.9686 -2.6968 0.3742 -0.031 -0.185 -0.170 -0.002
P -0.6091 -3.3920 1.3621 0.121 0.041 0.075 0.000
C -0.1970 -1.7987 2.1265 -0.131 -0.050 0.279 0.001
N -0.4740 -0.6487 1.5264 1.090 -0.243 0.088 -0.004
C -0.1873 0.3387 2.4251 -0.703 0.198 -0.236 0.000
C 0.2151 -0.2273 3.5933 -0.201 -0.168 0.168 0.000
N 0.2050 -1.5809 3.3993 0.034 0.019 0.055 0.000
C 0.6545 -2.5652 4.3741 -0.090 0.038 0.053 0.000
C 0.5840 -3.4551 -0.0122 -0.264 -0.076 -0.035 0.000
N 0.5087 -2.6669 -1.0701 0.942 0.174 -0.016 0.009
C 1.4997 -3.0635 -1.9250 -0.251 -0.024 -0.148 0.001
C 2.1589 -4.1218 -1.3819 -0.016 -0.051 0.075 0.000
N 1.5722 -4.3600 -0.1612 0.053 -0.206 -0.042 0.000
C 2.0081 -5.3595 0.8029 -0.001 0.088 -0.040 0.000
H -4.8823 -4.0939 1.2878 -0.003 -0.001 -0.005 0.000
H -3.5554 -3.8621 2.4364 -0.011 0.026 0.006 0.000
H -3.4026 -5.0570 1.1363 -0.005 -0.006 -0.021 0.000
H -5.0791 -2.3199 -0.3652 0.003 -0.007 0.003 0.000
H -3.3170 -0.6193 -1.6302 -0.003 0.029 0.018 0.000
H -0.3138 1.3771 2.1672 0.139 0.002 -0.044 0.000
H 0.5715 0.2101 4.5091 -0.002 -0.012 0.002 0.000
H 1.5519 -2.1865 4.8595 -0.021 -0.034 -0.077 0.000
H 0.8969 -3.4941 3.8639 0.011 -0.009 -0.018 0.000
H -0.1244 -2.7572 5.1112 -0.028 0.009 -0.005 0.000
H 1.6523 -2.5636 -2.8659 0.042 0.075 0.047 0.000
H 2.9767 -4.7222 -1.7404 0.012 0.009 0.009 0.000
H 2.3594 -6.2400 0.2709 -0.008 -0.007 -0.008 0.000
H 1.1723 -5.6408 1.4392 -0.009 0.004 0.003 0.000
H 2.8158 -4.9634 1.4177 0.012 0.003 0.006 0.000
O 4.4396 0.9547 3.4405 -0.033 -0.061 0.098 0.000
S 3.8539 -0.3257 3.1707 0.077 0.111 -0.098 0.000
O 3.4601 -1.1377 4.2992 -0.005 -0.014 0.089 0.000
N 2.6173 -0.2119 2.1304 0.157 -0.009 -0.179 0.002
C 2.8722 -0.8209 0.9983 -0.082 0.215 0.314 0.004
O 2.0745 -0.9570 0.0337 -0.035 0.262 -0.383 0.018
C 4.2422 -1.4372 0.9179 -0.068 -0.025 -0.025 0.001
C 4.8341 -2.1072 -0.1362 0.014 -0.003 -0.062 0.000
C 6.1194 -2.6067 0.0457 -0.008 0.027 0.049 0.000
C 6.7887 -2.4319 1.2558 -0.008 0.011 -0.039 0.000
C 6.1932 -1.7472 2.3098 -0.021 -0.001 -0.017 0.000
C 4.9178 -1.2616 2.1070 0.132 -0.082 -0.001 0.000
H 4.3070 -2.2130 -1.0752 -0.004 -0.018 0.004 0.000
H 6.6130 -3.1289 -0.7639 0.005 0.010 -0.001 0.000
H 7.7929 -2.8190 1.3707 -0.009 -0.018 0.001 0.000
H 6.7092 -1.5967 3.2486 0.007 0.008 -0.006 0.000
O 2.4313 1.7748 -1.4878 0.455 0.013 0.528 -0.003
S 2.2352 0.5329 -2.2252 -0.209 0.876 -1.389 0.000
N 0.8789 -0.0440 -2.2882 0.519 -1.067 -0.212 0.016
O -1.1322 0.9538 -0.4083 -0.521 1.401 -0.361 0.097
Si -1.5242 2.3845 -1.0989 0.162 0.081 0.133 0.010
C -3.3981 2.5234 -1.1101 -0.144 -0.237 0.026 0.000
C -4.1934 1.6879 -0.3225 -0.022 0.110 0.042 0.000
C -5.5814 1.7490 -0.3746 0.045 0.006 0.009 0.000
C -6.2010 2.6570 -1.2206 -0.001 0.013 -0.013 0.000
C -5.4293 3.5091 -2.0008 0.005 0.012 0.025 0.000
C -4.0444 3.4413 -1.9433 -0.004 -0.055 -0.002 0.000
C -0.9932 2.5886 -2.8777 0.199 -0.093 -0.170 0.000
C -0.2644 3.6898 -3.3292 -0.006 -0.031 0.031 0.000
C 0.1357 3.7929 -4.6572 -0.016 -0.003 0.026 0.000
C -0.1930 2.7947 -5.5604 -0.033 -0.021 0.015 0.000
C -0.9343 1.6971 -5.1368 0.036 0.028 -0.024 0.000
C -1.3197 1.5992 -3.8113 -0.138 0.040 0.023 0.000
C -0.8517 3.8013 -0.0846 0.098 0.148 0.220 0.003
C -1.6983 4.7112 0.5574 0.025 -0.053 -0.045 0.001
C -1.1900 5.7567 1.3186 0.011 -0.009 -0.001 0.000
C 0.1815 5.9102 1.4550 0.004 -0.011 -0.018 0.001
C 1.0415 5.0120 0.8355 -0.021 0.025 0.025 0.000
C 0.5316 3.9692 0.0763 -0.059 -0.080 -0.021 0.000
H -3.7112 0.9832 0.3449 0.008 -0.020 0.012 0.000
H -6.1797 1.0925 0.2469 0.007 0.001 0.000 0.000
H -7.2818 2.7040 -1.2717 0.001 0.008 0.005 0.000
H -5.9090 4.2230 -2.6586 -0.001 0.005 0.001 0.000
H -3.4548 4.1088 -2.5634 0.000 -0.031 -0.032 0.000
H 0.0035 4.4760 -2.6328 0.025 -0.011 -0.001 0.000
H 0.7077 4.6524 -4.9839 0.006 0.001 0.009 0.000
H 0.1236 2.8704 -6.5933 -0.008 0.003 -0.004 0.000
H -1.2020 0.9188 -5.8406 0.011 -0.011 0.004 0.000
H -1.8956 0.7341 -3.4949 0.055 -0.020 0.001 0.000
H -2.7731 4.6015 0.4635 -0.001 0.012 -0.006 0.000
H -1.8645 6.4497 1.8065 -0.008 0.001 -0.007 0.000
H 0.5808 6.7276 2.0427 0.001 -0.006 0.011 0.000
H 2.1131 5.1227 0.9451 0.003 -0.010 0.000 0.000
H 1.2176 3.2738 -0.3956 -0.013 0.028 0.004 0.000
```
Positions in Å, forces in eV/Å.

Its total energy is -102499.005 eV. Its net charge is 0. The spin multiplicity is 2. The calculation puts the LUMO energy (alpha / beta) at -0.15 / -0.11 eV. The HOMO energy (alpha / beta) is -7.823 / -7.654 eV. As for the frontier orbital gap (alpha / beta): 7.67 / 7.54 eV.